# 1
{
  "formula": "C44H76N2O7PS3SeTi",
  "method": "ωB97M-V/def2-TZVPD",
  "species": ["Ti", "C", "O", "C", "C", "O", "C", "C", "O", "C", "H", "H", "H", "H", "H", "H", "H", "H", "H", "H", "H", "H", "H", "H", "C", "C", "C", "C", "C", "C", "C", "Se", "C", "C", "C", "C", "C", "C", "O", "C", "C", "C", "C", "C", "C", "C", "C", "C", "O", "C", "C", "C", "C", "C", "C", "H", "H", "H", "H", "H", "H", "H", "H", "H", "H", "H", "H", "H", "H", "H", "H", "H", "H", "H", "H", "H", "H", "H", "H", "H", "H", "H", "H", "H", "H", "H", "H", "H", "H", "H", "H", "H", "H", "H", "H", "S", "C", "N", "C", "C", "C", "N", "H", "H", "H", "H", "H", "H", "H", "H", "C", "C", "C", "O", "P", "S", "S", "O", "C", "C", "C", "H", "H", "H", "H", "H", "H", "H", "H", "H", "H", "H", "H", "H", "H"],
  "xyz": [[-0.514, -0.337, -0.729], [-0.797, -2.132, 2.568], [-1.279, -2.064, 1.239], [-2.681, -2.083, 1.168], [-3.100, -2.005, -0.287], [-2.726, -0.738, -0.807], [-3.231, -0.482, -2.107], [-2.521, -1.305, -3.166], [-1.136, -1.236, -2.901], [-0.402, -2.113, -3.727], [-1.100, -1.252, 3.145], [-1.171, -3.039, 3.062], [0.289, -2.168, 2.511], [-3.070, -3.019, 1.598], [-3.105, -1.239, 1.726], [-2.610, -2.818, -0.832], [-4.189, -2.118, -0.358], [-4.313, -0.660, -2.152], [-3.031, 0.567, -2.287], [-2.856, -2.354, -3.137], [-2.753, -0.885, -4.149], [-0.557, -1.859, -4.783], [0.643, -2.006, -3.452], [-0.720, -3.153, -3.569], [5.624, -2.057, 2.952], [4.855, -3.293, 2.479], [5.820, -4.171, 1.668], [4.388, -4.066, 3.721], [3.654, -2.922, 1.614], [3.330, -1.615, 1.286], [2.222, -1.348, 0.504], [1.740, 0.480, 0.052], [0.931, 0.876, 1.793], [1.700, 1.082, 2.920], [1.098, 1.422, 4.124], [-0.276, 1.671, 4.090], [-1.072, 1.561, 2.958], [-0.478, 1.052, 1.765], [-1.131, 0.713, 0.694], [-2.545, 1.985, 3.093], [-3.271, 1.020, 4.044], [-2.603, 3.407, 3.678], [-3.314, 2.019, 1.767], [1.861, 1.542, 5.441], [3.365, 1.327, 5.255], [1.345, 0.482, 6.427], [1.651, 2.939, 6.046], [1.404, -2.348, -0.073], [0.427, -1.997, -0.862], [1.753, -3.696, 0.243], [2.840, -3.921, 1.076], [1.075, -4.893, -0.442], [1.675, -4.976, -1.855], [1.323, -6.217, 0.291], [-0.448, -4.726, -0.546], [6.458, -2.362, 3.587], [4.982, -1.392, 3.534], [6.028, -1.500, 2.106], [6.697, -4.428, 2.269], [6.151, -3.637, 0.776], [5.340, -5.097, 1.352], [5.246, -4.343, 4.340], [3.862, -4.980, 3.442], [3.713, -3.452, 4.320], [3.930, -0.777, 1.615], [2.771, 0.952, 2.838], [-0.750, 1.977, 5.016], [-2.787, 0.994, 5.022], [-3.262, 0.008, 3.639], [-4.312, 1.328, 4.179], [-2.236, 3.436, 4.705], [-3.631, 3.777, 3.677], [-1.991, 4.082, 3.078], [-3.407, 1.028, 1.333], [-2.807, 2.650, 1.037], [-4.318, 2.419, 1.947], [3.568, 0.339, 4.838], [3.871, 1.398, 6.220], [3.787, 2.083, 4.591], [1.526, -0.519, 6.031], [0.273, 0.589, 6.595], [1.855, 0.571, 7.390], [1.974, 3.706, 5.339], [2.228, 3.050, 6.968], [0.602, 3.119, 6.280], [3.099, -4.947, 1.302], [2.749, -5.169, -1.796], [1.534, -4.026, -2.371], [1.209, -5.774, -2.442], [2.371, -6.518, 0.257], [0.740, -7.008, -0.186], [1.012, -6.146, 1.336], [-0.677, -3.802, -1.065], [-0.895, -4.683, 0.450], [-0.883, -5.570, -1.090], [2.835, -0.501, -3.360], [2.189, 0.215, -4.724], [2.016, -0.518, -5.858], [1.196, -0.042, -6.958], [1.558, 1.414, -7.199], [1.272, 2.173, -5.916], [1.958, 1.539, -4.797], [2.134, -1.507, -5.728], [0.124, -0.109, -6.728], [1.400, -0.656, -7.837], [0.970, 1.829, -8.017], [2.620, 1.484, -7.445], [0.196, 2.197, -5.746], [1.618, 3.206, -5.992], [1.815, 1.970, -3.894], [-2.002, 6.284, -3.546], [-0.856, 5.308, -3.317], [-0.502, 5.202, -1.841], [-1.190, 4.058, -3.951], [-1.879, 2.729, -3.343], [-2.675, 1.815, -4.908], [-0.528, 1.829, -2.163], [-3.063, 3.354, -2.389], [-4.459, 3.086, -2.555], [-5.163, 4.328, -3.082], [-5.032, 2.628, -1.222], [-1.706, 7.296, -3.264], [-2.862, 5.987, -2.947], [-2.287, 6.278, -4.599], [0.023, 5.652, -3.871], [-1.341, 4.792, -1.282], [-0.266, 6.197, -1.460], [0.355, 4.551, -1.690], [-4.575, 2.292, -3.296], [-5.060, 5.153, -2.374], [-6.224, 4.116, -3.225], [-4.729, 4.620, -4.039], [-5.065, 3.457, -0.512], [-4.404, 1.846, -0.798], [-6.043, 2.243, -1.366]],
  "fmax_ev_per_a": 3.0,
  "multiplicity": 3,
  "e_above_lowest_kcal_mol": 24.7,
  "charge": -1
}

# 2
{
  "formula": "C44H77N11",
  "method": "ωB97M-V/def2-TZVPD",
  "species": ["C", "C", "C", "C", "N", "H", "H", "H", "H", "H", "H", "H", "C", "C", "C", "C", "N", "H", "H", "H", "H", "H", "H", "H", "C", "C", "C", "C", "N", "H", "H", "H", "H", "H", "H", "H", "C", "C", "C", "C", "N", "H", "H", "H", "H", "H", "H", "H", "C", "C", "C", "C", "N", "H", "H", "H", "H", "H", "H", "H", "C", "C", "C", "C", "N", "H", "H", "H", "H", "H", "H", "H", "C", "C", "C", "C", "N", "H", "H", "H", "H", "H", "H", "H", "C", "C", "C", "C", "N", "H", "H", "H", "H", "H", "H", "H", "C", "C", "C", "C", "N", "H", "H", "H", "H", "H", "H", "H", "C", "C", "C", "C", "N", "H", "H", "H", "H", "H", "H", "H", "C", "C", "C", "C", "N", "H", "H", "H", "H", "H", "H", "H"],
  "xyz": [[-6.289, -6.579, -6.967], [-7.097, -7.844, -7.039], [-7.325, -8.332, -8.443], [-7.808, -7.307, -9.349], [-8.202, -6.507, -10.089], [-6.093, -6.303, -5.931], [-6.839, -5.740, -7.395], [-5.314, -6.727, -7.432], [-8.009, -7.533, -6.528], [-6.690, -8.650, -6.429], [-8.032, -9.152, -8.317], [-6.358, -8.733, -8.745], [-3.625, -9.234, -7.280], [-2.455, -8.560, -7.970], [-1.139, -8.524, -7.171], [-0.644, -9.889, -6.955], [-0.309, -10.992, -6.797], [-4.545, -8.818, -7.691], [-3.596, -8.978, -6.221], [-3.613, -10.324, -7.257], [-2.818, -7.563, -8.217], [-2.300, -9.143, -8.878], [-1.388, -8.145, -6.180], [-0.319, -7.991, -7.653], [-0.181, -10.721, -16.313], [0.255, -11.221, -14.911], [0.354, -10.129, -13.848], [-0.867, -9.300, -13.710], [-1.792, -8.648, -13.563], [-0.373, -11.552, -16.992], [0.601, -10.093, -16.739], [-1.072, -10.094, -16.312], [1.205, -11.755, -14.926], [-0.389, -11.992, -14.487], [1.153, -9.423, -14.071], [0.582, -10.554, -12.870], [-9.010, -9.559, -12.669], [-7.798, -8.970, -11.897], [-7.302, -9.853, -10.850], [-8.307, -10.257, -9.840], [-9.098, -10.616, -9.094], [-9.915, -9.542, -12.061], [-8.786, -10.609, -12.853], [-9.246, -9.042, -13.599], [-8.007, -7.952, -11.570], [-6.982, -8.798, -12.599], [-6.443, -9.505, -10.276], [-7.062, -10.801, -11.331], [-6.610, -9.380, -15.185], [-7.155, -10.652, -14.492], [-8.611, -11.004, -14.923], [-8.768, -11.437, -16.291], [-8.949, -11.799, -17.362], [-7.241, -8.519, -14.966], [-6.478, -9.542, -16.255], [-5.566, -9.192, -14.932], [-6.994, -10.501, -13.425], [-6.567, -11.477, -14.897], [-9.314, -10.211, -14.667], [-8.948, -11.851, -14.325], [0.362, -9.353, -9.288], [0.562, -10.469, -10.325], [-0.089, -11.801, -9.840], [-1.530, -11.653, -9.722], [-2.711, -11.544, -9.643], [0.773, -9.782, -8.374], [-0.686, -9.112, -9.114], [0.859, -8.413, -9.526], [1.586, -10.668, -10.641], [0.109, -10.187, -11.276], [0.337, -12.078, -8.876], [0.206, -12.610, -10.507], [-4.458, -6.517, -14.977], [-3.313, -7.474, -15.111], [-2.991, -7.802, -16.631], [-4.048, -8.536, -17.384], [-4.865, -9.076, -17.962], [-4.573, -6.397, -13.900], [-5.362, -6.897, -15.453], [-4.253, -5.562, -15.461], [-3.511, -8.381, -14.539], [-2.420, -7.010, -14.693], [-2.092, -8.418, -16.603], [-2.793, -6.900, -17.210], [-2.026, -4.497, -12.054], [-1.525, -5.444, -13.112], [-1.665, -6.948, -12.704], [-1.404, -7.229, -11.259], [-1.200, -7.429, -10.119], [-2.116, -3.484, -12.447], [-1.458, -4.457, -11.124], [-2.974, -4.810, -11.615], [-0.477, -5.223, -13.316], [-2.032, -5.277, -14.062], [-1.048, -7.570, -13.353], [-2.693, -7.268, -12.875], [-4.982, -9.416, -12.859], [-3.479, -9.328, -12.384], [-3.202, -9.739, -10.944], [-4.115, -9.075, -9.994], [-4.850, -8.533, -9.259], [-5.660, -9.021, -12.102], [-5.326, -10.446, -12.960], [-5.147, -8.974, -13.841], [-3.202, -8.279, -12.495], [-2.866, -9.926, -13.058], [-2.154, -9.534, -10.724], [-3.320, -10.818, -10.839], [-4.705, -11.299, -16.538], [-4.284, -10.533, -15.265], [-2.788, -10.684, -15.051], [-2.225, -12.004, -14.785], [-1.760, -13.056, -14.614], [-4.167, -10.893, -17.394], [-5.771, -11.154, -16.715], [-4.557, -12.377, -16.470], [-4.849, -10.899, -14.407], [-4.595, -9.495, -15.383], [-2.594, -9.999, -14.225], [-2.249, -10.284, -15.910], [-3.532, -6.558, -9.074], [-4.385, -5.381, -9.619], [-5.475, -5.833, -10.547], [-5.035, -6.576, -11.770], [-4.692, -7.166, -12.686], [-3.241, -7.286, -9.831], [-3.998, -7.201, -8.327], [-2.619, -6.117, -8.673], [-3.703, -4.744, -10.181], [-4.793, -4.773, -8.812], [-5.933, -4.926, -10.943], [-6.290, -6.372, -10.062]],
  "fmax_ev_per_a": 8.0,
  "multiplicity": 1,
  "e_above_lowest_kcal_mol": 629.5
}

# 3
{
  "formula": "C44H77N11",
  "method": "ωB97M-V/def2-TZVPD",
  "species": ["C", "C", "C", "C", "N", "H", "H", "H", "H", "H", "H", "H", "C", "C", "C", "C", "N", "H", "H", "H", "H", "H", "H", "H", "C", "C", "C", "C", "N", "H", "H", "H", "H", "H", "H", "H", "C", "C", "C", "C", "N", "H", "H", "H", "H", "H", "H", "H", "C", "C", "C", "C", "N", "H", "H", "H", "H", "H", "H", "H", "C", "C", "C", "C", "N", "H", "H", "H", "H", "H", "H", "H", "C", "C", "C", "C", "N", "H", "H", "H", "H", "H", "H", "H", "C", "C", "C", "C", "N", "H", "H", "H", "H", "H", "H", "H", "C", "C", "C", "C", "N", "H", "H", "H", "H", "H", "H", "H", "C", "C", "C", "C", "N", "H", "H", "H", "H", "H", "H", "H", "C", "C", "C", "C", "N", "H", "H", "H", "H", "H", "H", "H"],
  "xyz": [[-4.079, 4.999, -2.460], [-3.153, 3.941, -3.053], [-3.507, 2.495, -2.728], [-4.883, 2.154, -3.143], [-5.955, 1.899, -3.485], [-3.736, 5.995, -2.737], [-4.085, 4.882, -1.373], [-5.108, 4.922, -2.818], [-2.169, 4.066, -2.569], [-2.953, 4.172, -4.102], [-3.439, 2.266, -1.664], [-2.822, 1.816, -3.234], [0.565, -5.585, -0.271], [-0.204, -5.957, 0.993], [0.509, -5.520, 2.278], [1.761, -6.255, 2.469], [2.757, -6.825, 2.549], [1.540, -6.087, -0.299], [0.777, -4.510, -0.244], [0.053, -5.865, -1.186], [-0.343, -7.043, 1.033], [-1.194, -5.507, 0.958], [-0.132, -5.675, 3.150], [0.725, -4.443, 2.282], [0.012, 4.738, -4.957], [0.585, 3.468, -4.312], [1.665, 3.772, -3.287], [2.867, 4.364, -3.862], [3.804, 4.824, -4.310], [-0.516, 5.323, -4.201], [-0.675, 4.490, -5.769], [0.799, 5.318, -5.445], [1.010, 2.863, -5.127], [-0.201, 2.833, -3.904], [1.903, 2.875, -2.718], [1.246, 4.509, -2.588], [-8.341, 0.645, 0.425], [-7.427, -0.465, 0.940], [-6.179, -0.605, 0.069], [-5.191, 0.432, 0.303], [-4.422, 1.250, 0.439], [-7.827, 1.607, 0.381], [-9.209, 0.762, 1.077], [-8.734, 0.422, -0.571], [-8.004, -1.384, 0.971], [-7.119, -0.170, 1.945], [-6.475, -0.561, -0.983], [-5.694, -1.572, 0.228], [1.248, -0.499, 4.822], [2.235, 0.400, 5.549], [2.915, -0.300, 6.720], [1.981, -0.564, 7.806], [1.221, -0.740, 8.644], [0.589, -1.049, 5.491], [1.815, -1.220, 4.215], [0.659, 0.070, 4.100], [1.696, 1.245, 5.981], [2.920, 0.785, 4.801], [3.766, 0.284, 7.081], [3.387, -1.256, 6.457], [-4.468, -1.314, -2.982], [-4.216, -2.724, -3.392], [-4.867, -3.716, -2.440], [-4.272, -3.668, -1.107], [-3.782, -3.640, -0.095], [-4.029, -0.564, -3.635], [-4.095, -1.140, -1.968], [-5.536, -1.069, -2.954], [-3.137, -2.887, -3.457], [-4.594, -2.897, -4.401], [-4.776, -4.749, -2.786], [-5.934, -3.482, -2.398], [0.866, -1.288, 0.876], [-0.425, -1.645, 0.151], [-1.461, -0.536, 0.031], [-1.077, 0.463, -0.969], [-0.816, 1.256, -1.738], [1.547, -2.136, 0.950], [0.627, -0.948, 1.887], [1.409, -0.527, 0.309], [-0.886, -2.535, 0.583], [-0.188, -1.996, -0.863], [-1.589, -0.005, 0.983], [-2.452, -0.926, -0.196], [2.213, -0.720, -3.505], [3.214, 0.406, -3.507], [3.877, 0.705, -2.158], [4.022, -0.474, -1.321], [4.172, -1.418, -0.684], [2.695, -1.643, -3.177], [1.818, -0.944, -4.500], [1.321, -0.521, -2.899], [2.824, 1.309, -3.964], [4.038, 0.039, -4.129], [3.255, 1.433, -1.626], [4.850, 1.180, -2.260], [3.907, 0.873, 2.127], [3.068, 1.924, 1.406], [3.768, 3.235, 1.110], [4.889, 3.074, 0.190], [5.783, 2.913, -0.524], [3.311, -0.017, 2.315], [4.262, 1.316, 3.065], [4.815, 0.602, 1.583], [2.212, 2.121, 2.057], [2.654, 1.493, 0.488], [4.136, 3.653, 2.047], [3.072, 3.934, 0.645], [-1.724, 3.136, 1.077], [-0.431, 3.879, 0.844], [0.136, 4.637, 2.042], [0.315, 3.769, 3.214], [0.501, 3.125, 4.126], [-1.973, 2.559, 0.196], [-2.569, 3.828, 1.188], [-1.724, 2.528, 1.981], [-0.503, 4.587, 0.013], [0.323, 3.147, 0.519], [-0.564, 5.411, 2.366], [1.125, 5.036, 1.826], [7.033, -4.127, 2.084], [5.761, -3.302, 1.920], [4.491, -4.102, 1.766], [4.512, -5.040, 0.657], [4.534, -5.758, -0.202], [6.974, -4.805, 2.933], [7.896, -3.474, 2.184], [7.157, -4.709, 1.166], [5.846, -2.638, 1.051], [5.705, -2.564, 2.731], [3.618, -3.447, 1.722], [4.304, -4.698, 2.670]],
  "fmax_ev_per_a": 3.8,
  "smiles": "CCCC#N.CCCC#N.CCCC#N.CCCC#N.CCCC#N.CCCC#N.CCCC#N.CCCC#N.CCCC#N.CCCC#N.CCCC#N",
  "multiplicity": 1,
  "e_above_lowest_kcal_mol": 16.8
}

| no. | total energy (eV) |
| --- | --- |
| 1 | -194438.0116 |
| 2 | -63239.7769 |
| 3 | -63266.3443 |